DFT (ωB97M-V/def2-TZVPD) results for a 2-piece molecular cluster, ClH2N2O overall.

Calculated values
ΔE to the lowest compared entry with this formula, charge and spin (kJ/mol): 606.6
Orbital gap (spin up / spin down) (eV): 5.0064 / 8.3521
Charge: -1
LUMO energy (spin up / spin down) (eV): 3.2 / 4.7
Total energy (eV): -17579.364

Last column: Löwdin charge in e.
CARTESIAN COORDINATES (ANGSTROEM)
H -0.50771 0.98721 -1.66193  -0.028
N -0.04793 1.35937 -0.77324  0.017
H 0.96573 1.43500 -0.81860  -0.071
N -0.13683 -0.73685 1.41071  -0.496
Cl -1.29245 -2.18388 0.67248  -0.120
O 1.01919 -0.86085 1.17059  -0.303

---

DFT (ωB97M-V/def2-TZVPD) results for one molecule with the formula ClH2NOS2.

Calculated values
ΔE to the lowest compared entry with this formula, charge and spin (kJ/mol): 0.0
Orbital gap (eV): 8.8396
LUMO energy (eV): -0.3
Total energy (eV): -37761.782

Last column: Löwdin charge in e.
CARTESIAN COORDINATES (ANGSTROEM)
O 0.20448 1.98636 0.30547  -0.544
Cl -2.80400 -1.57145 -0.11185  -0.016
S -1.79125 0.09255 0.49265  0.076
H 1.47986 -0.98982 -0.72096  0.052
S 0.05412 0.87319 -0.58888  0.600
H 1.60690 -0.19810 0.78370  0.066
N 1.24989 -0.19272 -0.16012  -0.234

---

- Which value of ΔE to the lowest compared entry with this formula, charge and spin does entry 1 give?
  606.6 kJ/mol

---

- Which of these has the highest ΔE to the lowest compared entry with this formula, charge and spin?
  ClH2N2O

---

- What is the formula in the second record?
  ClH2NOS2

---

Please write out number 1 again, unchanged.
DFT (ωB97M-V/def2-TZVPD) results for a 2-piece molecular cluster, ClH2N2O overall.

Calculated values
ΔE to the lowest compared entry with this formula, charge and spin (kJ/mol): 606.6
Orbital gap (spin up / spin down) (eV): 5.0064 / 8.3521
Charge: -1
LUMO energy (spin up / spin down) (eV): 3.2 / 4.7
Total energy (eV): -17579.364

Last column: Löwdin charge in e.
CARTESIAN COORDINATES (ANGSTROEM)
H -0.50771 0.98721 -1.66193  -0.028
N -0.04793 1.35937 -0.77324  0.017
H 0.96573 1.43500 -0.81860  -0.071
N -0.13683 -0.73685 1.41071  -0.496
Cl -1.29245 -2.18388 0.67248  -0.120
O 1.01919 -0.86085 1.17059  -0.303